Entry 1:
Computed, not measured: 2 unconnected molecules or ions with the total composition CH3ClFOP in a non-equilibrium geometry, with ωB97M-V/def2-TZVPD.

```
8
Properties=species:S:1:pos:R:3:nbo_charge:R:1
C -1.282 -0.151 0.126 -0.91
O 1.310 1.128 0.162 -1.01
F 2.141 -2.430 -0.117 -0.57
P -0.147 1.128 0.236 1.69
Cl -1.013 2.689 -0.749 -0.25
H -2.234 0.305 0.312 0.24
H -1.090 -1.134 0.458 0.25
H 2.315 -1.535 -0.428 0.57
```

As for the total charge: 0. For the largest force on an atom, the calculation gives 3.1 eV Å⁻¹. The calculation puts the lowest unoccupied orbital energy at -1.32 eV. For the total energy, the calculation gives -1016.535073 Eh.

***

Entry 2:
Computed, not measured: 2 unconnected molecules or ions with the total composition H4O2 in a non-equilibrium geometry, with ωB97M-V/def2-TZVPD.

```
6
Properties=species:S:1:pos:R:3:nbo_charge:R:1
O -1.449 -0.072 -0.058 -0.97
H -1.798 0.437 0.657 0.46
H -0.526 0.228 -0.269 0.49
O 1.302 -0.047 -0.075 -0.93
H 1.705 -0.519 0.628 0.48
H 1.799 0.804 0.048 0.47
```

As for the total charge: 0. For the largest force on an atom, the calculation gives 2.6 eV Å⁻¹. The calculation puts the lowest unoccupied orbital energy at 0.60 eV. As for the structure (SMILES): O.O. For the total energy, the calculation gives -152.866685 Eh.

***

Entry 3:
Computed, not measured: C11H15N3O3S in the gas phase in a non-equilibrium geometry, with ωB97M-V/def2-TZVPD.

```
33
Properties=species:S:1:pos:R:3:nbo_charge:R:1
N 2.805 -3.694 -1.066 -1.05
S 3.040 -3.144 0.539 2.19
O 4.306 -3.777 0.900 -0.94
O 1.885 -3.565 1.325 -0.94
C 3.158 -1.258 0.439 -0.61
C 2.525 -0.673 -0.877 -0.23
N 1.121 -0.419 -0.660 -0.44
C 0.448 0.912 -0.568 -0.03
N -0.970 0.670 -0.331 -0.44
C -1.905 1.564 0.177 0.26
C -1.444 2.832 0.603 -0.29
C -2.287 3.764 1.210 -0.19
C -3.543 3.424 1.437 -0.26
C -4.089 2.237 0.923 -0.16
C -3.256 1.270 0.284 -0.31
C -1.253 -0.701 -0.776 -0.31
C 0.099 -1.283 -1.035 0.69
O 0.348 -2.458 -1.438 -0.64
H 1.848 -3.416 -1.224 0.41
H 2.844 -4.717 -0.993 0.40
H 4.143 -0.970 0.716 0.25
H 2.509 -0.867 1.151 0.24
H 2.666 -1.251 -1.843 0.26
H 2.915 0.298 -0.996 0.22
H 0.452 1.254 -1.649 0.16
H 0.849 1.726 0.090 0.21
H -0.424 3.016 0.540 0.19
H -1.997 4.725 1.611 0.22
H -4.247 4.086 2.000 0.21
H -5.150 2.052 1.032 0.21
H -3.710 0.334 -0.003 0.22
H -1.693 -1.257 0.024 0.23
H -1.992 -0.712 -1.542 0.23
```

As for the total charge: 0. For the largest force on an atom, the calculation gives 5.0 eV Å⁻¹. The calculation puts the lowest unoccupied orbital energy at 0.34 eV. As for the structure (SMILES): NS(=O)(=O)CCN1CN(c2ccccc2)CC1=O. For the total energy, the calculation gives -1216.275529 Eh.

***

Entry 4:
Computed, not measured: a molecular structure, C6H15AgBr3NO2 in a non-equilibrium geometry, with ωB97M-V/def2-TZVPD.

```
28
Properties=species:S:1:pos:R:3:nbo_charge:R:1
Ag 19.659 1.407 -20.021 1.05
Br 19.803 3.368 -17.876 -0.67
Br 17.705 2.641 -21.580 -0.89
Br 21.992 2.223 -21.126 -0.60
C 21.086 -0.069 -17.286 -0.24
O 20.608 -0.196 -18.627 -0.59
C 21.291 -1.139 -19.461 -0.07
C 20.595 -1.463 -20.756 -0.27
N 19.651 -0.536 -21.321 -0.64
C 18.276 -1.038 -21.184 -0.24
C 17.723 -1.088 -19.702 -0.07
O 17.962 0.226 -19.170 -0.57
C 17.428 0.295 -17.768 -0.29
H 21.510 -1.011 -16.937 0.15
H 20.179 0.124 -16.714 0.19
H 21.772 0.748 -17.061 0.21
H 21.443 -2.070 -18.914 0.16
H 22.250 -0.685 -19.711 0.20
H 20.341 -2.522 -20.774 0.17
H 21.343 -1.453 -21.548 0.22
H 19.709 -0.266 -22.293 0.42
H 18.298 -2.099 -21.431 0.15
H 17.672 -0.590 -21.973 0.24
H 18.133 -1.869 -19.061 0.17
H 16.646 -1.247 -19.655 0.18
H 16.344 0.394 -17.707 0.19
H 17.961 1.199 -17.477 0.25
H 17.819 -0.420 -17.044 0.17
```

The spin multiplicity is 2. As for the total charge: -1. For the largest force on an atom, the calculation gives 4.1 eV Å⁻¹. The calculation puts the lowest unoccupied orbital energy (spin up / spin down) at 2.76 / 0.68 eV. For the total energy, the calculation gives -8311.886507 Eh.

***

Entry 5:
Computed, not measured: 7 unconnected molecules or ions with the total composition C18H53N3O8 in a non-equilibrium geometry, with ωB97M-V/def2-TZVPD.

```
82
Properties=species:S:1:pos:R:3:lowdin_charge:R:1
C -2.141 7.103 -5.151 -0.12
O -1.775 7.026 -3.772 -0.19
C -0.602 6.209 -3.696 -0.17
C -0.617 5.594 -2.207 -0.45
C -0.565 6.620 -1.116 -0.08
N 0.487 4.678 -2.070 0.02
H -3.124 7.573 -5.162 0.09
H -2.343 6.147 -5.633 0.08
H -1.446 7.604 -5.824 0.09
H -0.618 5.417 -4.444 0.11
H 0.297 6.784 -3.916 0.12
H -1.510 5.026 -1.945 0.13
H 0.406 7.113 -1.154 0.09
H -0.895 6.106 -0.213 0.09
H -1.315 7.389 -1.302 0.08
H 1.339 5.134 -2.361 0.07
H 0.573 4.772 -1.068 0.05
C 0.304 -2.291 -8.803 -0.09
O 0.706 -1.392 -7.733 -0.20
C 1.724 -1.987 -6.921 -0.20
C 2.015 -1.049 -5.744 -0.49
C 2.915 -1.772 -4.768 -0.08
N 0.884 -0.772 -4.953 0.03
H 0.125 -3.318 -8.485 0.08
H 1.092 -2.389 -9.549 0.08
H -0.621 -1.928 -9.253 0.08
H 1.373 -2.894 -6.428 0.12
H 2.607 -2.141 -7.541 0.13
H 2.393 -0.102 -6.127 0.14
H 3.074 -1.176 -3.869 0.08
H 3.878 -2.060 -5.188 0.07
H 2.520 -2.746 -4.480 0.08
H 0.308 -0.393 -5.691 0.07
H 1.147 -0.011 -4.343 0.08
C -1.929 -2.014 9.527 -0.13
O -2.603 -1.185 8.638 -0.19
C -1.665 -0.383 7.896 -0.22
C -2.412 0.268 6.744 -0.22
N -3.004 -0.696 5.800 -0.03
C -3.726 0.101 4.779 -0.21
C -4.525 -0.813 3.841 -0.25
O -5.249 -1.831 4.470 -0.19
C -6.088 -2.553 3.611 -0.12
H -1.172 -2.544 8.949 0.08
H -2.629 -2.756 9.911 0.09
H -1.480 -1.417 10.320 0.09
H -0.809 -0.938 7.513 0.12
H -1.247 0.430 8.491 0.12
H -1.776 0.966 6.199 0.12
H -3.208 0.846 7.214 0.11
H -3.679 -1.258 6.299 0.10
H -3.090 0.673 4.104 0.12
H -4.490 0.775 5.166 0.11
H -3.860 -1.325 3.146 0.12
H -5.216 -0.191 3.272 0.12
H -7.008 -2.054 3.307 0.09
H -6.255 -3.527 4.069 0.09
H -5.600 -2.820 2.673 0.08
C 5.451 2.173 3.961 -0.21
O 5.697 0.844 3.854 -0.11
H 4.838 2.215 4.862 0.08
H 6.311 2.813 4.160 0.08
H 4.908 2.502 3.074 0.08
H 4.869 0.359 3.847 0.08
C -3.026 -4.426 -4.432 -0.20
O -2.296 -4.153 -3.309 -0.11
H -2.758 -5.391 -4.862 0.07
H -4.017 -4.555 -3.996 0.08
H -2.934 -3.632 -5.173 0.08
H -1.716 -3.406 -3.472 0.08
C 7.888 -4.719 0.592 -0.17
O 8.649 -5.925 0.572 -0.12
H 6.829 -4.909 0.767 0.07
H 8.235 -4.115 1.430 0.08
H 7.926 -4.090 -0.298 0.07
H 8.308 -6.602 -0.017 0.07
C 1.325 -1.421 1.899 -0.19
O 1.359 -1.530 3.276 -0.12
H 0.479 -2.045 1.612 0.08
H 1.151 -0.390 1.592 0.08
H 2.152 -1.926 1.400 0.08
H 0.498 -1.297 3.633 0.08
```

As for the total charge: 0. For the largest force on an atom, the calculation gives 3.3 eV Å⁻¹. The calculation puts the lowest unoccupied orbital energy at 0.39 eV. As for the structure (SMILES): COC[C@H](C)N.COC[C@H](C)N.COCCNCCOC.CO.CO.CO.CO. For the total energy, the calculation gives -1483.531749 Eh.

***

Entry 6:
Computed, not measured: 4 unconnected molecules or ions with the total composition C6H17NO3 in a non-equilibrium geometry, with ωB97M-V/def2-TZVPD.

```
27
Properties=species:S:1:pos:R:3:nbo_charge:R:1
C -2.309 -0.051 -0.681 -0.54
C -1.058 0.305 -1.019 0.17
C -0.381 -0.428 -2.128 -0.23
C 0.361 -1.512 -1.937 -0.16
C 0.944 -2.351 -3.023 -0.65
N -0.438 1.466 -0.600 -0.61
C 0.995 1.651 -0.695 -0.41
H -2.679 -0.966 -1.125 0.20
H -2.986 0.484 -0.029 0.19
H -0.591 -0.106 -3.142 0.21
H 0.459 -1.871 -0.914 0.19
H 1.006 -1.801 -3.963 0.21
H 2.001 -2.591 -2.862 0.22
H 0.396 -3.278 -3.201 0.22
H -0.875 1.974 0.142 0.38
H 1.489 0.833 -0.182 0.17
H 1.228 2.579 -0.191 0.22
H 1.396 1.804 -1.694 0.19
O 0.498 2.936 2.233 -0.96
H 0.465 2.205 2.861 0.49
H -0.354 3.389 2.263 0.47
O 1.203 -1.393 2.936 -0.93
H 2.056 -0.967 3.116 0.47
H 1.430 -1.630 2.022 0.46
O -1.235 -0.001 4.204 -0.95
H -1.069 -0.927 3.997 0.48
H -1.954 0.246 3.612 0.46
```

As for the total charge: 0. For the largest force on an atom, the calculation gives 1.5 eV Å⁻¹. The calculation puts the lowest unoccupied orbital energy at 0.44 eV. As for the structure (SMILES): C=C(/C=C/C)NC.O.O.O. For the total energy, the calculation gives -519.222438 Eh.

***

Question: Look up the total charge of the first one.
Answer: 0